63
Properties=species:S:1:pos:R:3 method="wB97M-V/def2-TZVPD" mol_weight_g_mol=444.5 e_tot_ha=-2349.81792 de_lowest_ev=1.0015 e_homo_ev="-6.323 / -7.365" multiplicity=5
O -0.5712 2.4633 -3.1932
C 0.4037 3.2993 -3.9027
C -0.5878 4.4288 -4.1739
H 0.8100 2.7752 -4.7775
H 1.1878 3.6471 -3.2311
C -1.5755 3.5007 -3.3552
H -0.7987 4.5263 -5.2415
H -0.3517 5.4022 -3.7248
C -2.7783 2.9943 -4.1670
H -2.5305 2.4380 -5.0903
H -3.3757 3.8704 -4.4785
H -3.4459 2.3640 -3.5580
C -1.9562 3.9888 -1.9796
H -1.0553 4.1809 -1.4011
H -2.5303 3.1901 -1.4887
H -2.5732 4.8850 -2.0503
Mn 0.1469 -0.4255 1.0206
C 0.7165 1.9047 2.1278
C 1.6979 0.8966 2.2273
C 1.9986 0.3894 0.9134
H 2.1840 0.5941 3.1518
C 1.1232 1.1159 -0.0257
C 0.2472 1.9366 0.7812
H -0.5457 2.5796 0.3734
H 0.3678 2.5397 2.9443
H 2.7495 -0.3444 0.6060
H 1.2542 1.1361 -1.1233
C -1.7611 -1.2705 2.4007
C -1.6610 0.1267 2.0700
C -1.8131 0.2205 0.6038
H -1.4772 0.9482 2.7927
C -1.6050 -1.1245 0.0817
C -1.6386 -2.0190 1.1941
H -1.6207 -3.0956 1.0596
H -1.8576 -1.7015 3.4026
H -2.1067 1.0489 -0.0241
H -1.4254 -1.4178 -0.9247
O 0.3727 -1.2198 -1.8742
C -0.5787 -0.8137 -2.9729
C -0.0211 -1.2863 -4.3203
H -0.7362 0.2882 -2.9265
H -1.5521 -1.3187 -2.8186
C 1.0574 -2.3345 -3.9509
H 0.4111 -0.4276 -4.8590
H -0.8243 -1.7253 -4.9270
C 1.2354 -2.2700 -2.4061
H 1.9992 -2.0396 -4.4289
H 0.7466 -3.3406 -4.3051
H 2.2921 -2.0649 -2.1413
H 0.9791 -3.2731 -1.9787
C 0.9352 -1.6032 2.3838
C 1.0538 -2.1323 3.5013
C 1.3968 -2.6821 4.7494
C 0.4053 -3.3507 5.4859
C 0.7381 -3.9493 6.7032
C 2.0447 -3.8230 7.2252
C 3.0240 -3.1097 6.5033
C 2.6952 -2.5184 5.2840
H -0.6191 -3.3563 5.0987
H -0.0294 -4.4951 7.2672
H 2.2836 -4.2545 8.2072
H 4.0359 -3.0013 6.9176
H 3.4096 -1.8908 4.7431

63
Properties=species:S:1:pos:R:3 method="wB97M-V/def2-TZVPD" mol_weight_g_mol=481.5 e_tot_ha=-1226.01865 de_lowest_ev=0.0000 e_homo_ev="-11.213 / -11.059" charge=+1 multiplicity=3
C 0.8786 -2.2662 0.3932
C 1.8086 -1.5047 -0.4078
C 1.4006 -1.6148 -1.7868
C 0.1863 -2.3929 -1.8391
C -0.1257 -2.8141 -0.4906
Mo -0.1944 -0.6330 -0.6085
C -2.3078 1.3855 -0.5875
C -1.7949 0.8051 0.5874
H -1.4011 1.4576 1.3703
C -1.8380 -0.6048 0.8806
H -2.6783 -1.1996 0.5079
H -1.4508 -0.9245 1.8505
C -2.6143 2.8444 -0.6969
H -2.1229 3.4469 0.0758
H -2.3186 3.2255 -1.6855
H -3.7010 3.0120 -0.6145
C -3.0785 0.5315 -1.5545
H -2.9900 -0.5463 -1.3728
H -4.1541 0.7783 -1.5265
H -2.7500 0.7089 -2.5899
C 3.0043 -0.7664 0.0803
H 3.0121 -0.7064 1.1702
H 3.9346 -1.2524 -0.2369
H 3.0193 0.2574 -0.3103
C 2.1443 -1.0631 -2.9501
H 2.5633 -0.0799 -2.7201
H 2.9775 -1.7166 -3.2366
H 1.4945 -0.9562 -3.8223
C -0.6074 -2.7115 -3.0610
H -0.5736 -1.8826 -3.7777
H -0.2235 -3.6054 -3.5695
H -1.6582 -2.8938 -2.8069
C -1.2716 -3.6871 -0.1015
H -2.1817 -3.4116 -0.6506
H -1.0597 -4.7428 -0.3230
H -1.4819 -3.6009 0.9688
C 0.9916 -2.5092 1.8582
H 0.0132 -2.7050 2.3067
H 1.6332 -3.3752 2.0680
H 1.4288 -1.6432 2.3628
C 0.1614 1.3098 -1.6913
C 0.2526 2.3905 -0.8694
C 0.0937 1.4629 -3.0753
C 0.6366 3.6453 -1.3800
H 0.3019 2.0883 0.1995
C 0.3006 2.7474 -3.6076
H -0.1587 0.6115 -3.7042
C 0.6206 3.8174 -2.7732
H 0.9478 4.4557 -0.7258
H 0.2159 2.8822 -4.6891
H 0.8462 4.7979 -3.2116
N 4.1817 -0.3253 4.6604
C 3.0903 0.0805 4.5275
C 1.7383 0.5538 4.3591
C 0.8162 0.4919 5.4185
C -0.4986 0.8745 5.1862
C -0.8446 1.2953 3.8934
N 0.0450 1.3775 2.9079
C 1.3146 1.0495 3.1149
H 1.1468 0.1387 6.3989
H -1.2666 0.8460 5.9561
H -1.8741 1.5796 3.6625
H 2.0197 1.1863 2.2891